Record 1
The following is a quantum chemistry calculation of a cluster of 2 separate species, C4H9F3N2O in total, from OMol25.

Each line ends with the Mulliken charge.
Positions of all 19 atoms, in Å:
C (-1.30010, -1.57453, -1.17348)  -1.3115
N (-0.19779, -1.00152, -0.40653)  0.0438
C (-0.14600, -1.46130, 0.94607)  -0.9208
C (0.71922, -0.11881, -0.98957)  0.5793
O (0.57846, 0.39344, -2.09564)  -0.6127
C (1.82832, 0.40831, -0.08226)  0.6584
F (1.29143, 1.08757, 0.92161)  -0.2168
F (2.66920, 1.25449, -0.72821)  -0.2650
F (2.47018, -0.51149, 0.52707)  -0.2344
H (-1.33397, -0.99167, -1.99311)  0.4387
H (-0.97696, -2.56390, -1.34397)  0.3903
H (-2.10181, -1.54062, -0.60927)  0.4526
H (-0.80101, -0.85780, 1.55691)  0.3094
H (-0.41551, -2.59251, 1.00287)  0.2951
H (0.82341, -1.38807, 1.43565)  0.3638
N (-0.99511, 2.99099, 0.90156)  -0.7674
H (-0.58059, 3.56307, 0.06346)  0.2647
H (-0.17790, 2.69893, 1.54491)  0.2873
H (-1.35345, 2.20542, 0.52193)  0.2451

## Properties
Net charge: 0
SMILES: CN(C)C(=O)C(F)(F)F.N
Gap between HOMO and LUMO in eV: 10.51
Energy relative to the best compared isomer or geometry (same formula, charge and spin) in kcal/mol: 25.16



Record 2
The following is a quantum chemistry calculation of a cluster of 2 separate species, C5H11BrOSSi in total, from OMol25.

Each line ends with the Mulliken charge.
Positions of all 20 atoms, in Å:
C (-1.69257, 0.48545, 1.03375)  -0.9657
Si (-0.13208, 0.18073, 0.22189)  0.6629
C (1.05802, -0.86140, 1.27668)  -0.9559
C (0.69109, 1.80098, -0.43258)  -1.0803
S (-0.50025, -0.92872, -1.68921)  -0.3189
H (-1.98818, 1.60190, 0.88939)  0.2804
H (-2.51054, -0.26013, 0.72278)  0.2516
H (-1.57692, 0.41632, 2.07219)  0.3752
H (2.21059, -0.97211, 0.95572)  0.2486
H (1.10021, -0.50096, 2.29064)  0.3926
H (0.63743, -1.96829, 1.29141)  0.2128
H (0.68603, 1.90418, -1.56777)  0.2792
H (0.08378, 2.75995, -0.11866)  0.2793
H (1.74587, 1.82004, -0.18026)  0.2974
H (-0.94982, 0.13650, -2.49014)  0.0852
O (2.21303, -2.92884, -1.46489)  -0.3320
C (1.38215, -3.71984, -1.58682)  0.6983
C (0.26732, -4.33975, -1.66867)  -0.6311
Br (-0.59716, -4.21747, -3.35858)  -0.0923
H (-0.11322, -5.22454, -1.04264)  0.3125

## Properties
Net charge: 0
SMILES: C[Si](C)(C)S.O=C=CBr
Gap between HOMO and LUMO in eV: 8.92
Energy relative to the best compared isomer or geometry (same formula, charge and spin) in kcal/mol: 0.00



Record 3
The following is a quantum chemistry calculation of the molecule C2H3N3O3, from OMol25.

Each line ends with the Mulliken charge.
Positions of all 11 atoms, in Å:
O (-0.21899, -1.85674, -1.84872)  -0.3631
N (0.04731, -1.49878, -0.52122)  -0.4357
C (-0.29418, -0.33829, -0.29283)  0.6001
O (-0.76962, 0.56228, -1.20877)  -0.1858
N (-0.60403, 1.85126, -0.64686)  -0.2939
C (-0.24904, 1.65330, 0.56812)  -0.0895
N (-0.10177, 0.35269, 0.91920)  0.0251
O (1.19138, 0.12452, 1.53586)  -0.3846
H (0.11732, -2.74467, -1.89882)  0.3710
H (-0.09228, 2.46004, 1.25413)  0.4056
H (0.97389, -0.56563, 2.13993)  0.3507

## Properties
Net charge: 0
SMILES: O/N=c1\oncn1O
Gap between HOMO and LUMO in eV: 9.64
Energy relative to the best compared isomer or geometry (same formula, charge and spin) in kcal/mol: 90.28



Record 4
The following is a quantum chemistry calculation of the molecule C2H6O2Si, from OMol25.

Each line ends with the Mulliken charge.
Positions of all 11 atoms, in Å:
C (1.63364, 0.40763, -0.48440)  -0.6557
C (0.37824, 0.72331, -0.65133)  -0.3068
Si (-1.25391, -0.33913, 0.45458)  0.5455
O (-1.06758, -1.89096, 0.12853)  -0.3899
O (-1.08573, 0.07132, 2.01820)  -0.4604
H (2.37437, 1.01202, -0.76081)  0.3179
H (2.09703, -0.37367, 0.15128)  0.2019
H (0.11589, 1.77796, -0.97790)  0.2730
H (-2.64130, 0.11570, 0.50742)  -0.1455
H (-1.59335, -2.36106, -0.49687)  0.3103
H (-0.30706, 0.12164, 2.50843)  0.3097

## Properties
Net charge: 0
SMILES: C=C[SiH](O)O
Gap between HOMO and LUMO in eV: 10.31
Energy relative to the best compared isomer or geometry (same formula, charge and spin) in kcal/mol: 24.00



Record 5
The following is a quantum chemistry calculation of a cluster of 3 separate species, C11H23N4O6 in total, from OMol25.

Each line ends with the Mulliken charge.
Positions of all 44 atoms, in Å:
C (1.35351, 0.34118, -0.24768)  -0.5705
C (0.12002, -0.09906, -1.28490)  0.0067
C (-0.69084, 1.17841, -1.91508)  -0.5898
C (-1.64089, 1.99075, -0.85040)  -0.2888
N (-3.06564, 2.11422, -1.41506)  -0.3008
N (-4.01335, 1.77491, -0.43553)  -0.2502
C (-4.02549, 0.24750, -0.46016)  0.4277
N (-4.68158, -0.37453, -1.71034)  -0.5428
N (-3.46552, -0.56082, 0.50242)  -0.2868
H (0.91197, 0.56564, 0.83021)  0.0516
H (1.81864, 1.32169, -0.73343)  0.2696
H (2.14308, -0.55137, -0.23272)  0.1861
H (-0.59893, -0.90532, -0.79771)  0.0401
H (0.67192, -0.64377, -2.19116)  0.0686
H (0.09915, 1.90395, -2.40306)  0.3493
H (-1.41003, 0.74058, -2.75998)  0.2513
H (-1.22252, 3.10127, -0.80271)  0.3039
H (-1.61461, 1.58433, 0.24781)  0.0657
H (-3.24678, 3.10524, -1.68668)  0.3032
H (-3.74803, 2.14985, 0.50176)  0.3498
H (-4.92216, -1.34649, -1.40707)  0.3193
H (-3.85196, -0.48798, -2.36768)  0.3381
H (-2.44744, -0.37330, 0.73386)  0.2374
H (-4.02922, -1.34964, 0.89009)  0.2691
C (3.63139, -4.36555, -2.34252)  -0.3627
C (2.15562, -4.16806, -2.46942)  -0.3339
O (1.98662, -2.79074, -2.19275)  -0.2405
C (3.17766, -2.18202, -2.46576)  0.6119
O (3.34167, -0.97388, -2.50042)  -0.5030
O (4.16030, -3.10126, -2.69574)  -0.3302
H (4.00655, -5.14371, -3.01285)  0.3082
H (3.93513, -4.60187, -1.31735)  0.2640
H (1.79193, -4.37271, -3.48191)  0.2813
H (1.59149, -4.77853, -1.75897)  0.2901
C (0.61806, 2.82438, 4.07956)  -0.3005
C (1.15991, 2.31272, 5.37478)  -0.3407
O (1.61611, 1.01419, 5.04642)  -0.3054
C (1.86171, 1.00756, 3.70355)  0.6580
O (2.42558, 0.10280, 3.11099)  -0.5299
O (1.39510, 2.14538, 3.11100)  -0.2806
H (0.73269, 3.90713, 3.97890)  0.3101
H (-0.43530, 2.56279, 3.93434)  0.2349
H (2.00746, 2.90450, 5.73637)  0.2624
H (0.39704, 2.26963, 6.15699)  0.2986

## Properties
Net charge: +1
Gap between HOMO and LUMO in eV: 7.65